# 1
Entry from the Open Molecules 2025 dataset: 16 unconnected molecules or ions with the total composition C45H129N7O20 in a non-equilibrium geometry (the ωB97M-V functional and the def2-TZVPD basis).

Summary:
LUMO energy in Ha: 0.0054
HOMO-LUMO gap in eV: 8.60
Strongest force on any atom in eV/Å: 2.926
Relative energy (zero: lowest compared OMol25 entry of this formula, charge and spin) in kcal per mole: 3.7
Total charge: 0
Multiplicity: 1

Geometry as XYZ:
```
201
Properties=species:S:1:pos:R:3:mulliken_charge:R:1
O 6.7262 13.1982 -7.1715 0.15
O 10.4719 16.1516 -2.0442 -0.65
O 6.8493 13.8321 -2.4893 0.12
O 7.2131 9.0444 -4.0970 -0.82
O 8.8442 9.3659 0.3080 -0.66
O 14.3826 14.2960 -6.0055 -0.45
O 13.9930 6.1917 -4.9009 -0.39
O 14.0838 6.5078 -7.7101 -0.50
O 12.4841 11.9548 -1.2957 -0.31
O 2.6689 14.8014 -3.0183 -0.44
O 7.9665 15.5337 1.5468 -0.59
O 2.3209 5.5485 -0.0687 -0.30
O 7.5339 9.3950 -9.1478 -0.14
O 4.7889 11.6845 0.0697 -0.49
O 10.8620 9.7740 -1.5262 -0.27
O 9.4410 3.8262 -7.0854 -0.45
O 11.4588 9.8852 -4.9551 0.50
O 9.1699 16.7989 -4.6144 -0.01
O 6.0035 17.8728 -9.9070 -0.34
O 17.1965 12.2927 -7.4566 -0.28
N 10.9881 5.6139 -4.1475 0.04
N 15.4414 11.9164 -5.2323 -0.41
N 10.1313 19.9088 -6.5410 -0.74
N 10.5628 9.1327 -11.4815 -0.65
N 9.0927 11.0337 -3.4993 2.56
N 5.0186 15.7032 -7.8964 -0.32
N 4.1574 8.7982 -0.1676 -0.20
C 9.8322 11.6152 -4.5897 0.44
C 7.7280 14.9170 0.2498 0.03
C 10.3893 10.5671 -5.5324 -1.64
C 8.4102 9.6017 -10.3056 -1.17
C 10.5511 4.5199 -4.9883 0.22
C 11.3886 8.5337 -1.9825 -0.47
C 2.4385 16.0512 -3.5902 -0.60
C 4.8230 9.4865 -1.2465 -0.89
C 6.1482 15.6193 -8.8295 0.35
C 9.7675 4.9670 -6.2063 -0.03
C 13.6813 11.3940 -0.9122 -0.75
C 15.2113 5.6153 -4.5293 -0.81
C 10.6017 8.8111 -9.1754 -1.06
C 10.3057 18.5594 -6.0531 0.80
C 9.0352 10.5591 1.0923 -0.50
C 8.7976 4.2682 -8.2888 -0.63
C 7.9539 7.8238 -3.9748 -0.39
C 14.0465 12.1914 -4.8269 -0.30
C 5.3862 15.0424 -6.6314 0.13
C 1.5780 4.8467 0.8957 -0.73
C 2.7690 6.8131 0.4027 -0.54
C 8.6564 12.0806 -2.5970 -0.33
C 11.5595 18.5341 -5.1637 -1.26
C 7.0665 11.8602 -7.3571 -0.85
C 3.8267 12.4937 -0.6313 -0.34
C 7.0760 8.0490 -9.0467 -0.74
C 4.7960 18.5552 -9.6382 -0.60
C 9.0116 18.0647 -5.3108 -0.92
C 16.9896 11.0206 -6.8848 -0.78
C 15.5759 10.9639 -6.3269 -0.17
C 18.5443 12.3828 -7.9135 -0.80
C 5.4824 13.4722 -6.6854 -0.81
C 9.6477 3.6094 -4.0537 -1.61
C 9.3407 15.7860 -5.5990 0.78
C 14.8019 7.4696 -8.4430 -0.50
C 5.9523 14.7267 -3.1617 -0.84
C 5.8379 16.4269 -10.1114 -0.96
C 3.5842 7.5625 -0.6734 -0.58
C 7.6535 13.0413 -3.2958 0.35
C 13.9179 15.3358 -6.8635 -0.65
C 11.2750 15.0573 -2.3269 -0.41
C 13.3990 13.2913 -5.7157 -0.15
C 9.6826 8.7219 -10.4039 0.89
C 11.8303 8.6981 -5.6586 0.01
C 5.5893 10.7823 -0.7470 1.05
H 6.7545 15.1417 -0.1862 0.16
H 6.5957 15.4154 -3.7094 0.27
H 11.0658 7.9369 -5.5028 -0.49
H 14.3909 11.4498 -1.7376 0.21
H 10.8511 11.0234 -6.4080 0.45
H 7.7475 7.3417 -8.5600 0.11
H 14.0230 12.1418 -0.1966 0.29
H 19.3300 11.9490 -7.2950 0.32
H 11.8875 5.9903 -4.4112 -0.09
H 7.8004 9.7604 -3.8439 0.17
H 10.6009 12.2775 -4.1915 -0.28
H 6.3033 11.4388 -8.0114 0.43
H 4.3922 6.8998 -0.9834 0.25
H 13.4460 11.3025 -4.6334 -0.16
H 4.0645 9.7457 -1.9851 0.36
H 8.1280 11.1634 1.0999 0.23
H 4.5320 15.2468 -5.9859 -0.10
H 4.7731 16.6649 -7.7096 0.18
H 5.5379 8.8713 -1.7929 0.48
H 10.4951 17.8736 -6.8789 0.16
H 15.7599 12.7727 -5.6630 0.48
H 15.8578 7.2004 -8.4186 0.39
H 9.4784 14.8209 -5.1114 -0.85
H 7.8246 13.8345 0.3333 0.01
H 10.6148 7.9881 -2.5226 0.05
H 11.3154 3.8314 -5.3488 0.20
H 17.6920 10.7841 -6.0855 0.38
H 12.9879 15.7715 -6.4982 0.07
H 17.1529 10.2359 -7.6235 0.41
H 9.2837 10.2647 2.1119 0.37
H 12.4226 18.7975 -5.7751 0.40
H 4.0289 18.4288 -10.4023 0.28
H 9.9890 16.4532 -2.8172 0.41
H 8.0956 13.7032 -4.0404 -0.87
H 2.9246 16.8155 -2.9839 0.30
H 9.8715 11.1453 0.7113 0.15
H 6.0133 11.4249 -1.5186 -0.25
H 12.0697 8.7430 -6.7211 -0.03
H 2.8810 16.1240 -4.5837 0.12
H 13.5842 10.3840 -0.5141 0.26
H 11.8249 7.9246 -1.1908 0.50
H 9.1136 2.8852 -4.6688 0.42
H 0.6901 5.4228 1.1563 0.31
H 10.1282 9.1737 -12.3923 0.25
H 9.3110 7.7007 -10.4882 0.09
H 14.4753 7.4813 -9.4829 0.29
H 14.8227 11.2007 -7.0784 0.25
H 4.8530 16.1557 -10.4914 0.44
H 14.0676 12.6677 -3.8467 0.06
H 3.3699 6.6904 1.3038 0.39
H 10.1901 9.4702 -0.9115 0.14
H 10.9586 9.8146 -8.9435 0.39
H 7.0334 11.3538 -6.3925 0.24
H 14.4317 5.6269 -7.8668 0.25
H 6.2833 14.5926 -9.1697 0.06
H 12.6370 8.2648 -5.0673 0.41
H 10.8423 20.0102 -7.2512 0.30
H 15.4682 6.1078 -3.5915 0.28
H 1.8786 7.3733 0.6883 0.34
H 9.9788 8.5900 -8.3087 -0.07
H 10.1979 15.8891 -6.2643 0.09
H 11.3689 8.5243 -11.4947 0.23
H 7.8267 9.5590 -11.2253 0.41
H 1.3926 16.3545 -3.6364 0.34
H 8.6511 10.6602 -10.2073 0.36
H 7.1513 15.4611 2.0486 0.32
H 8.4181 15.6989 -6.1729 -0.18
H 6.4522 16.1249 -10.9596 0.41
H 2.1657 4.5979 1.7793 0.29
H 9.7849 10.4352 -3.0718 -0.50
H 8.2166 17.9644 -6.0498 0.30
H 7.1231 15.9872 -8.5097 0.03
H 3.1292 12.9589 0.0653 0.41
H 11.4572 8.1357 -9.1708 0.43
H 8.1730 8.8241 0.7294 0.29
H 8.4281 15.3382 -0.4717 0.07
H 12.5359 13.7666 -5.2495 0.21
H 6.4403 10.4201 -0.1702 -0.55
H 6.2488 15.4982 -6.1453 -0.07
H 9.5767 9.9479 -5.9124 0.16
H 6.1442 8.0763 -8.4818 0.35
H 18.6703 12.0564 -8.9458 0.29
H 10.2440 2.9951 -3.3792 0.44
H 7.7967 4.6506 -8.0885 0.28
H 2.9388 7.7300 -1.5358 0.27
H 5.0753 19.6046 -9.5444 0.25
H 5.4680 15.2154 -2.3163 0.37
H 4.6582 12.9690 -7.1911 0.51
H 11.6921 19.2699 -4.3706 0.34
H 10.6697 14.3229 -2.8584 0.03
H 12.1983 8.7511 -2.6791 -0.04
H 15.9593 5.7679 -5.3073 0.27
H 3.4180 9.3830 0.1948 0.26
H 15.1728 4.5262 -4.5118 0.27
H 4.2456 13.2912 -1.2451 -0.20
H 8.6532 3.4239 -8.9628 0.33
H 9.2393 12.3320 -5.1579 -0.21
H 14.6866 16.0861 -7.0484 0.34
H 9.4550 12.7249 -2.2296 0.03
H 4.3989 18.1849 -8.6930 0.21
H 12.9252 12.9603 -6.6398 0.48
H 8.0640 11.7613 -7.7853 0.08
H 8.8524 5.4791 -5.9088 0.11
H 13.6927 14.9906 -7.8726 0.34
H 11.6434 17.5838 -4.6364 0.09
H 15.3923 9.9702 -5.9181 0.26
H 3.2152 11.9240 -1.3310 0.34
H 11.1763 5.1531 -3.2686 0.32
H 6.7346 7.6248 -9.9909 0.35
H 8.1754 11.6568 -1.7154 0.00
H 8.8472 7.8999 -4.5947 -0.31
H 8.6286 18.8066 -4.6100 0.42
H 6.9670 12.4027 -3.8517 0.19
H 8.2621 7.6329 -2.9469 0.18
H 8.8753 4.1441 -3.5010 0.27
H 14.5653 8.4523 -8.0352 0.02
H 9.2500 19.9622 -7.0314 0.27
H 9.3638 5.0357 -8.8164 0.19
H 11.5622 14.6630 -1.3522 0.29
H 5.2633 14.2877 -3.8833 0.17
H 18.7130 13.4573 -7.9839 0.26
H 1.1733 3.9037 0.5281 0.26
H 11.8798 11.2437 -1.5210 0.25
H 12.1707 15.3432 -2.8783 0.34
H 7.3935 6.9785 -4.3744 0.52
H 5.4537 13.1071 -5.6587 0.38
H 10.4170 5.6780 -6.7170 0.16
H 2.2901 14.7877 -2.1363 0.28
H 13.9360 6.3153 -5.8512 0.29
```



# 2
Entry from the Open Molecules 2025 dataset: a molecular structure, C45H24Cl4F3N4O3PdS in a non-equilibrium geometry (the ωB97M-V functional and the def2-TZVPD basis).

Summary:
LUMO energy in Ha: 0.0426
HOMO-LUMO gap in eV: 5.84
Strongest force on any atom in eV/Å: 2.593
Total charge: -1
Multiplicity: 1

Geometry as XYZ:
```
85
Properties=species:S:1:pos:R:3:mulliken_charge:R:1
Pd -0.0586 -0.0226 -1.4496 0.54
Cl -6.7789 6.6179 -1.8232 -0.24
Cl 6.5696 6.6127 -1.0050 -0.24
Cl 6.4982 -6.7925 -2.2219 -0.24
Cl -6.6366 -6.4670 0.2258 -0.24
S 0.0857 -0.1517 1.4044 1.57
F 0.6190 0.9708 3.7756 -0.24
F 0.1963 -1.1405 3.9359 -0.24
F -1.4038 0.2548 3.5319 -0.23
O -0.0685 1.2457 1.0531 -0.56
O 1.4050 -0.7154 1.2280 -0.66
O -1.0274 -1.0214 1.0804 -0.54
N -0.0665 -2.0527 -1.6468 0.29
N -2.0910 0.0008 -1.5162 0.14
N -0.0737 2.0196 -1.7184 0.24
N 1.9504 -0.0439 -1.6298 0.42
C -1.1617 2.8299 -1.7365 0.03
C 2.3360 2.3853 -1.5704 1.73
C 2.7605 -1.1278 -1.7461 0.05
C -0.7648 -4.2271 -1.5810 -1.42
C -3.9105 -4.3997 -1.8348 -0.18
C -3.8321 4.2416 -0.5425 0.14
C -4.8741 -5.3351 -1.4847 -0.88
C -4.0651 -3.4107 0.3432 -0.08
C 2.7467 1.0566 -1.5917 0.03
C 5.3743 -4.6085 -1.0862 -0.89
C 4.4153 -3.6111 -1.0021 -0.37
C -3.5491 3.4613 -1.6583 -1.14
C -0.1155 -0.0281 3.2539 0.25
C 0.5739 -4.2425 -1.7415 -1.48
C 3.3977 3.4243 -1.4428 -1.11
C 3.7305 4.2464 -2.5162 0.16
C -5.5412 5.3938 -1.7579 0.45
C 2.3475 -2.4566 -1.8260 1.54
C 4.3034 -5.4507 -3.0705 -0.87
C -5.2880 4.6203 -2.8781 -0.98
C -4.2482 0.6976 -1.2060 -1.51
C 0.6085 4.2050 -1.7410 -1.28
C -4.2410 -0.6470 -1.0800 -1.31
C 4.1313 -0.6874 -1.8471 -1.46
C 4.1241 0.6563 -1.7314 -1.59
C -2.8781 -1.0786 -1.2685 0.53
C -4.8272 5.2080 -0.5868 -0.96
C -2.8903 1.0981 -1.4673 0.05
C 5.3071 -5.5257 -2.1206 0.33
C 4.7097 5.2210 -2.3917 -0.95
C -0.7394 4.2085 -1.7976 -1.49
C 3.3574 -4.4414 -2.9805 -0.30
C 1.0142 -2.8676 -1.7643 0.13
C -3.4929 -3.4298 -0.9282 -0.40
C 1.0198 2.8217 -1.6781 0.20
C -5.4258 -5.2946 -0.2163 0.38
C -2.4656 -2.4090 -1.2759 1.25
C 3.3903 -3.5100 -1.9423 0.00
C 4.0650 3.5971 -0.2336 0.11
C -2.4828 2.4177 -1.6329 1.73
C -5.0303 -4.3383 0.7036 -0.94
C -1.1648 -2.8440 -1.5131 0.24
C 5.0409 4.5729 -0.0929 -0.95
C -4.2960 3.6523 -2.8179 0.30
C 5.3519 5.3780 -1.1751 0.42
H 4.9611 1.3328 -1.7818 0.47
H -5.8556 4.7745 -3.7856 0.39
H -4.0948 3.0336 -3.6834 0.48
H -5.1972 -6.0877 -2.1910 0.39
H -5.0445 5.8164 0.2804 0.40
H -5.0879 1.3643 -1.0982 0.48
H 6.1617 -4.6794 -0.3484 0.41
H 3.8029 2.9634 0.6047 0.55
H -3.2723 4.0809 0.3705 0.55
H -5.4634 -4.3230 1.6944 0.42
H -1.4330 -5.0688 -1.5218 0.55
H 5.5537 4.7097 0.8493 0.41
H 4.9861 -1.3211 -2.0085 0.56
H 4.2641 -6.1777 -3.8703 0.40
H 3.2216 4.1129 -3.4627 0.48
H -3.7260 -2.6663 1.0535 0.60
H 1.2789 5.0480 -1.7301 0.52
H 4.9752 5.8550 -3.2266 0.40
H -5.0766 -1.2931 -0.8715 0.53
H 1.2111 -5.1070 -1.8076 0.53
H -3.4876 -4.4162 -2.8314 0.53
H 2.5820 -4.3717 -3.7324 0.56
H 4.4375 -2.9110 -0.1768 0.63
H -1.4010 5.0568 -1.8625 0.47
```



# 3
Entry from the Open Molecules 2025 dataset: a molecular structure, C45H29Cl80I2NO9S in a non-equilibrium geometry (the ωB97M-V functional and the def2-TZVPD basis).

Summary:
LUMO energy in Ha: -0.0387
HOMO-LUMO gap in eV: 7.94
Strongest force on any atom in eV/Å: 4.962
Total charge: 0
Multiplicity: 1

Geometry as XYZ:
```
167
Properties=species:S:1:pos:R:3:mulliken_charge:R:1
I 1.0824 -4.4915 -3.2626 0.19
I 5.1930 -3.0065 -0.6231 0.05
Cl 8.9847 2.4775 -7.2328 -0.10
Cl -1.2887 13.3018 -1.7315 0.00
Cl 1.7778 4.6665 -1.3545 -0.01
Cl -12.2507 11.0157 -2.8440 -0.10
Cl -10.2928 9.8068 -4.5997 -0.10
Cl -8.9177 -8.6389 2.6268 -0.06
Cl -7.2360 9.6308 -0.2621 -0.08
Cl -10.9091 -10.6614 3.1910 -0.11
Cl -1.4762 -6.2499 -0.7821 0.00
Cl -9.6162 12.1873 -3.0990 -0.11
Cl 5.0896 -9.8844 -6.0195 -0.09
Cl -6.1695 -4.9439 3.2962 0.00
Cl -6.5111 8.5493 2.3225 -0.09
Cl -2.3739 -5.8044 -7.7245 -0.06
Cl -9.9471 9.6604 -1.7306 -0.01
Cl -5.7309 -5.4871 -3.7154 -0.07
Cl 2.4781 2.1300 -7.0914 -0.05
Cl -5.0533 -4.3595 -6.2908 -0.02
Cl -2.5203 -2.9255 -7.4343 -0.08
Cl 10.2567 -1.8462 -1.8724 -0.11
Cl 0.0070 -4.2933 -7.0841 -0.10
Cl -1.5489 6.3915 1.9816 -0.06
Cl -2.3943 10.8455 -2.8106 -0.15
Cl -2.1853 11.1177 0.0729 -0.07
Cl -10.3240 -0.6117 6.0451 -0.09
Cl -2.8620 -4.9090 6.0779 -0.12
Cl -7.7297 -2.9558 4.6997 0.06
Cl -1.4161 6.6417 4.8610 -0.11
Cl 2.1592 -4.0425 6.8450 -0.01
Cl 2.7515 -5.1704 9.4437 -0.10
Cl -2.0859 -4.5968 -5.1064 0.05
Cl -3.1134 -6.0730 3.4383 -0.08
Cl -0.3834 1.8361 -6.7833 -0.07
Cl -9.8225 -9.0589 5.3419 -0.09
Cl -10.4205 -2.1795 8.4759 -0.10
Cl -8.8880 7.5999 0.9704 -0.12
Cl 1.0730 14.8647 -1.1319 -0.10
Cl -0.9789 14.5103 0.8796 -0.12
Cl -9.6034 0.5956 8.5744 -0.09
Cl 1.6064 7.5428 -1.0725 -0.06
Cl -3.3365 -3.2065 3.7910 0.02
Cl 7.9845 -1.9396 -3.6644 -0.08
Cl 5.8579 3.6269 -2.3269 -0.06
Cl 0.1215 4.5902 3.5173 -0.05
Cl -9.0482 -5.2150 3.4640 -0.03
Cl -2.0024 -7.2548 -3.4464 0.00
Cl -2.7597 4.3747 3.6619 -0.06
Cl 4.4778 -7.0602 -5.8721 -0.08
Cl -6.2688 6.9123 -0.0509 -0.07
Cl 0.3318 -8.1624 -1.9905 -0.06
Cl 4.1504 6.1984 -0.7438 -0.07
Cl -11.5944 -7.8565 3.3951 -0.09
Cl 3.0810 -6.7790 7.0621 -0.08
Cl -0.6488 9.0871 -1.3030 -0.01
Cl -4.4931 2.7373 5.2070 0.00
Cl 0.7722 4.4659 -7.1275 -0.10
Cl 4.8936 5.4474 -4.3594 -0.09
Cl 2.0736 5.8903 1.2482 -0.05
Cl 8.2031 0.1869 -1.7145 -0.06
Cl 0.7237 2.6058 -9.3446 -0.10
Cl -7.8686 -1.3794 7.3679 -0.05
Cl -2.3092 -8.9968 -1.1542 -0.11
Cl -6.1245 0.3577 5.2832 0.03
Cl -1.4905 16.1745 -1.4337 -0.10
Cl -5.2130 1.5626 7.7513 -0.11
Cl 10.0034 0.1079 -3.9917 -0.08
Cl -7.8800 -3.1442 1.8138 -0.11
Cl 8.4560 -0.3265 -6.7509 0.00
Cl 6.2378 -8.2632 -3.9151 -0.09
Cl 4.0854 2.6700 -4.3963 -0.07
Cl 0.4280 -6.0687 7.9704 -0.08
Cl 10.1171 0.4758 -8.9845 -0.10
Cl -0.7712 -4.5131 4.1134 0.04
Cl -7.7688 -4.1836 -5.3056 -0.10
Cl -3.5189 8.8208 -1.0699 -0.01
Cl -6.6944 -6.7380 -6.1420 -0.10
Cl 6.8104 3.3878 -5.0423 0.02
Cl -7.2283 2.8861 6.1500 -0.10
Cl 7.2691 0.9936 -9.0313 -0.09
Cl 7.1265 -7.9284 -6.6488 -0.10
S -1.3638 0.4399 0.5947 1.81
O -2.1171 0.0131 1.7809 -0.65
O -0.5047 1.4271 -2.4242 -0.50
O 4.3167 2.8831 0.5286 0.48
O -2.3145 0.4384 -0.5297 -0.79
O 2.9218 -1.3300 -3.8339 -0.60
O 6.2409 4.0171 1.0147 -0.48
O 5.0011 -5.9606 3.0261 -0.50
O 1.6408 1.3242 -3.9215 -0.06
O 4.9442 -4.9682 5.0456 -0.43
N 1.1023 0.1329 -3.4393 0.13
C 3.0646 -4.2093 -2.5108 0.74
C 3.4299 1.3926 2.3582 -0.50
C -0.6713 14.7125 -0.8559 0.30
C -5.7659 1.8863 6.0987 0.17
C 0.5093 -1.7783 0.9528 0.28
C -2.5232 -4.6734 4.3555 0.14
C 5.6941 3.0538 0.5881 -0.41
C 2.1061 -5.5169 7.8311 0.29
C -1.4016 5.5014 3.5062 0.23
C 5.4121 3.7854 -4.0331 0.15
C 6.5650 1.8654 0.0469 0.66
C 3.2278 -3.3184 -1.5047 -1.86
C 1.9806 1.2115 2.9793 0.47
C -2.1868 9.9689 -1.2766 0.23
C -0.0245 -0.6926 0.1080 0.28
C -0.8006 2.1951 0.7222 -0.49
C 2.0379 -0.9189 -3.1524 -0.21
C -10.5271 10.6668 -3.0680 0.31
C 3.7172 2.8573 1.8464 0.07
C 0.5401 -0.5172 -1.2209 0.14
C 2.1374 -3.8845 1.2476 -1.07
C -7.7078 -4.0655 3.3179 0.07
C 2.8273 -3.5308 2.6150 0.53
C 4.3301 -4.9660 -3.0500 -0.39
C -0.0250 -2.0117 2.4056 0.44
C 8.7074 0.9041 -7.9995 0.28
C 9.1129 -0.8703 -2.8115 0.26
C 0.8957 2.7595 -7.5872 0.31
C 2.4064 6.0756 -0.4807 0.17
C -9.5550 -0.8940 7.6160 0.30
C -7.2258 8.1737 0.7450 0.34
C 6.8277 0.7821 0.8667 -0.72
C 2.1063 -2.4630 -0.8929 0.84
C -1.3629 -7.6661 -1.8437 0.13
C 4.3719 -5.3100 3.8077 -0.01
C 2.9144 -4.9108 3.4406 0.35
C 0.3527 -0.8618 3.4147 -0.97
C 0.2277 0.4983 -2.3560 0.00
C -10.3105 -9.0548 3.6385 0.33
C 1.6074 -1.3683 -1.7309 0.45
C 5.7334 -8.2848 -5.6143 0.32
C 1.5612 -2.6852 0.4515 -0.15
C 1.8339 -0.3277 3.2727 -0.57
C -1.7432 -4.4054 -6.8376 0.17
C -6.3125 -5.1913 -5.3640 0.27
H -1.1451 -2.0961 2.3559 0.80
H 0.3179 -3.0243 2.7805 -1.64
H 4.0220 -5.4402 -4.0143 -0.33
H 5.3484 -4.0858 4.9955 0.32
H -1.1669 2.6415 1.6855 0.10
H 7.0077 1.9025 -0.9970 -0.03
H 2.8433 -4.5243 0.6700 0.62
H 3.8969 -3.2227 2.4623 0.49
H 2.3685 -4.7571 4.4178 -0.39
H 7.8722 0.5066 1.1301 0.43
H 5.1516 -4.2452 -3.3096 0.17
H 2.7385 3.3997 1.7735 -0.52
H 4.3438 3.4208 2.5907 0.37
H 5.9646 0.1646 1.2248 0.13
H 3.6200 0.6907 1.5062 0.12
H 2.3348 -0.5060 4.2687 0.55
H 2.0020 1.7629 3.9509 0.38
H 1.1874 1.5712 2.2854 -0.59
H -1.2569 2.7707 -0.1173 0.45
H 4.6664 -5.6911 -2.2744 0.41
H -0.3398 0.0108 3.3970 0.61
H 4.2212 1.1728 3.1297 0.34
H 2.2556 -2.8374 3.2656 -0.37
H 2.3348 1.0799 -4.5641 0.21
H 2.3507 -5.7277 2.9231 0.42
H 2.4567 -0.8912 2.5299 -0.04
H 0.3118 2.2611 0.6150 0.11
H 1.2576 -4.5473 1.4993 0.39
H 0.2523 -1.3108 4.4445 0.37
```